Entry 1:
C23H47InO29 as an isolated structure in a non-equilibrium geometry, computed with the ωB97M-V functional and the def2-TZVPD basis.

Computed properties:
Highest occupied orbital energy, eV: -9.66
Largest force on an atom, eV/A: 3.8
Orbital gap, eV: 9.82
LUMO, eV: 0.2

```
100
Properties=species:S:1:pos:R:3:forces:R:3
In 1.70147 6.78305 18.70863 0.58 -0.21 0.53
O 5.52542 7.08544 17.57081 0.69 0.42 0.32
C 4.42205 7.80947 17.77058 -2.13 -0.39 -1.14
O 3.34149 7.02018 17.49331 1.63 2.11 0.66
O 4.46498 9.00553 18.02557 0.16 -1.45 -0.03
H 5.19732 6.18349 17.56982 0.09 -0.59 -0.15
O 4.32804 3.56736 19.26071 -1.69 0.43 0.12
C 2.96651 4.05791 19.29558 2.60 0.39 0.38
O 2.03839 3.34080 19.06234 -0.84 -1.26 -0.22
O 2.98840 5.29196 19.59554 -0.49 0.73 -0.10
H 4.25064 2.60822 19.27521 -0.03 -0.15 -0.12
O -2.02546 6.16683 19.70678 0.28 0.40 0.50
C -0.73890 6.56729 19.51644 -2.08 -1.58 -2.38
O -0.40922 6.82845 18.30589 -0.17 0.80 0.45
O 0.07800 6.43831 20.39161 1.91 0.15 2.34
H -2.07203 5.80019 20.61605 0.07 0.41 -0.65
C 8.46623 3.09823 23.85644 2.94 0.94 -0.90
O 7.08167 3.23896 23.77238 0.20 -1.08 0.53
C 6.58866 4.45121 23.84146 -1.41 1.15 0.21
O 7.14527 5.48992 24.04351 0.59 0.01 -0.04
O 5.26351 4.32479 23.65509 -0.38 -0.71 -0.17
C 4.40676 5.44955 23.68889 -0.61 0.86 0.80
H 8.91509 3.27924 22.88379 -0.24 0.11 -0.55
H 8.85115 2.11883 24.07912 -0.98 -0.77 0.46
H 9.09015 3.78437 24.46404 -1.34 0.04 0.35
H 3.80958 5.50102 24.60182 0.14 -0.74 0.27
H 3.67538 5.40990 22.88064 0.51 -0.05 -0.36
H 4.95223 6.37895 23.75138 0.45 0.16 -0.63
C 0.79937 10.71142 21.48869 -0.28 2.09 -0.65
O 1.08110 9.47315 20.92292 -0.76 -0.65 -0.46
C 2.21578 8.92915 21.15611 2.23 -2.76 -1.37
O 2.53523 7.86403 20.56544 -0.31 1.65 0.63
O 3.00828 9.54208 21.99643 0.42 0.45 0.02
C 4.39808 9.02827 22.18639 -0.78 1.91 -0.29
H 0.54087 10.58962 22.51610 -0.42 0.00 0.75
H -0.05222 11.09970 20.88016 0.73 -0.08 0.73
H 1.68485 11.38588 21.44850 -0.74 -0.37 -0.20
H 4.80608 9.65459 22.99143 -0.37 -0.53 -0.04
H 5.01836 9.22168 21.30952 -0.36 -0.39 -0.13
H 4.23611 8.01914 22.41460 0.56 -1.41 0.35
C 2.83229 4.96338 14.88191 -0.66 -2.16 0.08
O 1.48204 4.30994 14.96771 0.76 0.71 0.63
C 1.01274 4.42418 16.20319 -1.58 -0.19 0.15
O 1.49637 5.15093 17.05664 -0.44 -0.15 -0.28
O -0.10984 3.69576 16.39544 2.23 0.68 -1.08
C -0.79518 4.06150 17.59130 -0.89 -1.44 -0.10
H 3.07546 5.16078 15.89165 0.67 0.60 0.68
H 2.84235 5.87397 14.31031 -0.28 -0.02 -0.51
H 3.45414 4.12303 14.55644 0.09 0.67 -0.55
H -0.10621 4.13381 18.41885 0.06 -0.44 0.32
H -1.54703 3.23801 17.68515 0.55 0.98 0.32
H -1.21104 5.02276 17.40766 -0.80 0.48 0.08
C 6.37916 1.23111 26.43645 -1.11 0.62 -0.02
O 5.71992 2.52613 26.65686 -0.73 -0.96 0.10
C 4.35538 2.56459 26.59194 1.90 0.59 -1.11
O 3.75723 3.56807 26.83119 -0.10 0.52 0.75
O 3.82511 1.48660 26.03260 0.63 -0.38 0.50
C 2.47063 1.67531 25.73665 -2.07 0.96 -0.31
H 5.91428 0.70748 25.59089 0.03 0.07 0.41
H 6.27151 0.66786 27.38151 0.49 0.06 -0.65
H 7.38419 1.48848 26.12969 0.27 -0.09 0.48
H 1.82192 1.47721 26.63254 0.63 0.11 -0.81
H 2.22813 1.01690 24.90479 0.01 -0.08 0.19
H 2.30058 2.74619 25.41090 0.08 -1.34 0.35
C 3.25054 11.52334 18.46553 0.77 -1.07 -0.50
O 2.35415 10.43315 18.65469 -0.05 -0.21 0.75
C 1.59306 10.06162 17.67095 -0.65 1.04 0.38
O 1.19106 8.93582 17.58760 -0.46 -0.99 -0.60
O 1.18815 11.11278 16.94172 0.52 0.10 -0.67
C 0.79183 10.89672 15.57876 -0.28 0.32 -0.38
H 2.68624 12.42926 18.47140 0.06 0.81 0.28
H 3.76588 11.36217 17.50862 -0.09 0.35 0.31
H 3.97802 11.33560 19.25620 -0.07 0.75 -0.04
H 1.64863 10.68450 14.93992 0.15 0.00 0.21
H 0.28144 11.79344 15.17310 0.40 -0.39 0.71
H 0.11386 10.07186 15.54198 -0.46 -0.58 -0.10
C -1.15292 -2.65695 20.07816 1.71 -0.67 -0.55
O 0.11646 -3.03431 20.71601 -0.75 0.11 -0.91
C 1.14322 -2.23815 20.35108 -1.41 0.88 0.36
O 2.27796 -2.50244 20.55143 1.22 -0.42 0.06
O 0.68674 -1.07857 19.83522 -0.07 -0.17 0.00
C 1.66530 -0.15894 19.31821 1.43 -1.64 1.61
H -1.02115 -2.61946 19.00091 -0.01 0.10 -0.01
H -1.44356 -1.74182 20.45895 -0.52 2.05 0.50
H -1.93451 -3.31641 20.30126 -0.55 -1.61 0.63
H 2.28459 -0.74740 18.63804 0.16 0.49 -0.11
H 2.29098 0.23344 20.16078 -0.55 -0.21 -0.80
H 1.11764 0.59613 18.85092 -0.65 1.22 -0.73
C 4.63127 0.87404 22.27105 0.20 -0.03 0.43
O 3.73690 1.90280 22.65836 -0.81 -0.37 0.04
H 4.61581 0.68749 21.20821 0.03 0.41 -0.69
H 5.67643 1.01801 22.57102 -0.23 0.20 0.10
H 4.28682 -0.09113 22.66505 -0.04 0.34 0.41
H 4.06762 2.77832 22.89989 0.92 -0.62 -0.28
C 7.21081 7.13868 20.19224 1.55 -0.09 1.64
O 7.14399 8.57526 20.18218 0.07 -0.87 -0.24
H 7.19882 6.81444 21.23976 -0.78 0.09 0.00
H 6.46812 6.66939 19.59729 -0.75 -0.26 -0.21
H 8.18573 6.68723 19.92875 -0.05 0.83 -0.70
H 6.57824 8.78624 19.43766 -0.08 0.30 -0.37
```
Positions in Å, forces in eV/Å.

=====

Entry 2:
A 2-piece molecular cluster, C18H19BrCl4NO2 overall in a non-equilibrium geometry, computed with the ωB97M-V functional and the def2-TZVPD basis.

Computed properties:
Highest occupied orbital energy, eV: -11.50
Largest force on an atom, eV/A: 5.2
Total charge: +1
Orbital gap, eV: 6.63
LUMO, eV: -4.9

```
45
Properties=species:S:1:pos:R:3:forces:R:3
C -4.31471 -3.30413 2.64120 0.19 0.21 0.11
C -3.23915 -2.09561 2.63387 -0.13 -0.18 -0.27
C -1.98185 -2.53337 1.73146 -0.57 0.49 -0.52
Br -0.82629 -3.74828 2.84967 -0.61 0.84 -0.94
C -1.14561 -1.29137 1.13225 2.71 1.36 0.81
C 0.13367 -0.78797 1.89382 -0.72 1.97 -3.20
C 0.96591 0.37850 1.29273 -3.38 -1.00 -2.14
C 2.31650 0.97316 1.92372 1.30 2.01 1.76
O 2.37672 1.81546 2.83482 -0.97 -3.60 -3.65
O 3.53885 0.47237 1.33116 -2.53 1.24 -0.09
C 0.43864 1.02717 -0.04833 -1.70 -3.33 2.19
C -0.84686 0.45628 -0.72984 2.32 0.58 1.82
C -1.35268 1.09708 -2.13202 0.48 -1.26 -0.27
C -0.14258 1.39468 -3.14485 3.09 0.64 -2.85
C 0.80775 2.63996 -3.02144 0.46 -1.84 -1.75
C 1.99163 2.94404 -3.97404 -1.88 -2.84 -0.65
C 2.28806 1.99757 -5.17344 -3.24 -0.80 2.89
C 1.35039 0.75628 -5.33746 0.04 2.39 2.18
C 0.14709 0.44483 -4.36923 1.95 2.01 0.10
C -0.70770 -0.86639 -4.70994 0.06 0.36 -0.03
N -1.56332 -0.66309 -0.11424 3.03 1.13 1.89
H -4.83231 -3.32514 1.61947 0.54 -0.01 1.56
H -3.80980 -4.32845 2.79578 -0.63 1.70 -0.17
H -5.08181 -3.16875 3.49567 1.22 -0.12 -1.59
H -2.91047 -1.82455 3.69256 -0.28 -0.41 -1.52
H -3.67785 -1.14388 2.15985 0.43 -1.42 0.70
H -2.38496 -3.19822 0.87673 0.86 1.16 1.22
H 0.49551 -1.23654 2.88086 -0.92 0.46 -1.76
H 3.65686 0.92561 0.45454 -0.11 -0.66 0.95
H 1.04690 1.89883 -0.45216 -1.29 -1.42 0.19
H -1.99598 0.27707 -2.63937 0.88 1.48 0.85
H -2.00811 2.01480 -1.94479 1.04 -1.26 -0.12
H 0.63837 3.35527 -2.14062 0.22 -1.07 -1.55
H 2.65916 3.86593 -3.79429 -1.34 -1.67 -0.26
H 3.17820 2.20275 -5.87701 -1.75 -0.47 1.27
H 1.60303 0.06033 -6.22135 -0.75 1.09 1.70
H -1.67952 -0.61025 -5.28714 1.56 -0.29 1.09
H -0.12190 -1.58572 -5.38530 -0.70 1.24 1.06
H -0.97075 -1.45011 -3.76020 0.31 0.86 -1.32
H -2.40915 -1.05228 -0.56945 0.82 0.49 0.27
C 3.67453 1.44357 6.51729 0.21 0.12 0.06
Cl 4.51747 0.50542 7.76800 -0.19 0.16 -0.25
Cl 2.23888 0.54594 5.97115 0.14 0.08 0.10
Cl 3.17251 3.00955 7.18880 0.06 -0.32 -0.15
Cl 4.76673 1.71164 5.14109 -0.21 -0.08 0.28
```
Positions in Å, forces in eV/Å.

=====

Entry 3:
A 2-piece molecular cluster, C4H12 overall in a non-equilibrium geometry, computed with the ωB97M-V functional and the def2-TZVPD basis.

Computed properties:
Highest occupied orbital energy, eV: -11.41
ΔE to the lowest compared entry with this formula, charge and spin, eV: 1.4329
Largest force on an atom, eV/A: 3.6
Orbital gap, eV: 12.51
LUMO, eV: 1.1
SMILES string: CC.CC

```
16
Properties=species:S:1:pos:R:3:forces:R:3
C -1.85385 1.57090 -2.13111 1.33 0.10 -0.77
C -0.82174 1.49222 -0.97254 1.84 0.55 -2.08
H -2.71448 2.05042 -1.76361 -1.22 0.81 0.24
H -1.39392 2.17650 -2.92891 -0.54 -0.02 0.18
H -2.22695 0.66437 -2.63809 0.66 -0.06 0.63
H -0.78065 0.45917 -0.60804 0.25 0.69 0.67
H -0.95550 2.33622 -0.30488 -0.75 -0.60 0.86
H 0.22494 1.86196 -1.34848 -1.55 -1.47 0.28
C 1.54228 -2.02238 1.03537 -1.74 -0.21 -2.65
C 1.07993 -1.12577 2.16616 2.16 -0.10 -2.82
H 0.79789 -2.88639 0.67657 1.88 1.78 0.92
H 1.69066 -1.29785 0.19337 -0.67 -0.83 -0.02
H 2.57654 -2.31076 1.12184 0.15 -0.94 0.65
H 1.07261 -1.64347 3.03798 -0.02 -0.82 2.96
H 1.78094 -0.33262 2.01951 1.12 0.60 1.35
H 0.24820 -0.56731 1.95546 -2.89 0.54 -0.41
```
Positions in Å, forces in eV/Å.

=====

> orbital gap of number 3 (C4H12)?

12.51 eV

=====

> Which value of LUMO does entry 3 give?

1.1 eV

=====

> Among the records above, which one has the highest highest occupied orbital energy?

C23H47InO29